1.
A single C26H23N3O2 molecule. Source: the Open Molecules 2025 dataset; level of theory: ωB97M-V/def2-TZVPD.

Geometry as ORCA input:
```
! RIJCOSX wB97M-V def2-TZVPD def2/J DEFGRID3
* xyz 0 1
C -3.74292 -1.78188 2.90595
C -2.65298 -1.27504 1.97046
C -2.83719 -1.84334 0.56211
N -1.74042 -1.55234 -0.32982
C -1.81709 -0.64548 -1.34869
O -2.74544 0.10414 -1.54880
C -0.56070 -0.79783 -2.21043
C 0.14734 0.53740 -2.51568
C 1.10827 0.91662 -1.42629
N 2.28360 0.40474 -1.50729
C 3.18699 0.62723 -0.50660
C 4.45993 0.05192 -0.58980
C 5.37019 0.25496 0.42091
C 5.04043 1.03071 1.53275
C 3.79367 1.60431 1.62946
C 2.85697 1.40811 0.61257
C 1.53832 2.02159 0.69046
O 1.15297 2.74137 1.58803
N 0.70138 1.72594 -0.40025
C -0.58504 2.34516 -0.38218
C -1.48076 2.01074 0.61939
C -2.72411 2.61385 0.65346
C -3.06766 3.55102 -0.30456
C -2.15852 3.90341 -1.28712
C -0.91013 3.30989 -1.32501
C 0.22772 -1.82339 -1.45617
C 1.47093 -2.36355 -1.69532
C 1.95734 -3.32059 -0.81280
C 1.20083 -3.73487 0.26993
C -0.05975 -3.20602 0.51281
C -0.53090 -2.24120 -0.35726
H -3.61780 -1.35703 3.89860
H -4.72462 -1.50039 2.53213
H -3.70635 -2.86617 2.98983
H -1.67176 -1.56037 2.35589
H -2.69526 -0.18750 1.92137
H -3.73213 -1.41048 0.10622
H -2.95601 -2.93137 0.61391
H -0.90099 -1.20953 -3.16868
H 0.73662 0.42113 -3.42551
H -0.62321 1.29177 -2.67088
H 4.69816 -0.54599 -1.45495
H 6.35253 -0.19004 0.35624
H 5.76791 1.18024 2.31636
H 3.51072 2.21161 2.47609
H -1.18727 1.28865 1.36542
H -3.42761 2.35103 1.42927
H -4.04239 4.01425 -0.28178
H -2.41825 4.64662 -2.02609
H -0.18694 3.59406 -2.07673
H 2.05636 -2.04159 -2.54065
H 2.93472 -3.74820 -0.97539
H 1.59387 -4.48434 0.94070
H -0.64360 -3.54392 1.35443
*
```

LUMO: 0.0226 hartree
Gap between HOMO and LUMO: 8.90 eV
HOMO energy: -8.28 eV


2.
A molecular structure, C27H31BrClN6O6RuTe4. Source: the Open Molecules 2025 dataset; level of theory: ωB97M-V/def2-TZVPD.

Geometry as ORCA input:
```
! RIJCOSX wB97M-V def2-TZVPD def2/J DEFGRID3
* xyz 0 6
Ru -2.31173 -2.31815 -2.03354
C -2.02279 -3.86494 1.69314
C -3.09937 -2.91046 1.31966
N -3.27108 -2.27948 0.17098
C -4.40479 -1.51997 0.30511
C -4.92580 -1.68557 1.55713
N -4.08422 -2.56996 2.17756
C -6.08819 -1.14219 2.30698
O -6.84470 -0.28352 1.67566
O -6.27461 -1.52080 3.44428
C -4.87256 -0.66940 -0.82757
O -5.87814 0.04861 -0.63850
O -4.18903 -0.74250 -1.87648
H -1.22611 -3.84248 0.95786
H -2.40929 -4.88465 1.73200
H -1.61469 -3.61295 2.67381
H -4.23197 -2.88283 3.12538
H -6.49082 -0.10204 0.72873
Te -2.06377 -5.04661 -1.91438
Te -4.63748 -5.44304 -1.58092
Te -5.78772 -3.65409 -3.27293
Te -3.65294 -2.61387 -4.44231
O -0.84785 3.80100 -4.18774
C -1.10013 2.61291 -3.60863
C -1.87904 2.47458 -2.46049
C -2.07941 1.21031 -1.95320
N -1.54644 0.10606 -2.48896
C -0.82988 0.27132 -3.58182
Br -0.12817 -1.30892 -4.37127
C -0.55917 1.47744 -4.19522
H -1.31893 4.50427 -3.72631
H -2.33929 3.33142 -1.98486
H -2.71158 1.05953 -1.08802
H 0.04400 1.54115 -5.08825
C 4.03503 -0.68226 3.25001
C 3.42348 0.70066 2.97786
C 2.66912 1.16857 4.22706
C 4.58394 1.67086 2.71972
C 2.47068 0.62684 1.72941
O 3.16709 0.08522 0.62125
C 1.89364 2.01019 1.38023
C 1.12574 2.12719 0.05604
C 1.99413 2.07996 -1.17877
C 1.97084 0.98804 -2.03853
C 2.77427 0.94280 -3.16654
C 3.61609 2.00903 -3.43696
Cl 4.62734 1.96401 -4.84840
C 3.66425 3.11045 -2.59880
C 2.85095 3.13624 -1.47500
C 1.31675 -0.37328 2.03342
N 0.87194 -1.16373 0.89883
C -0.23899 -1.03318 0.17012
N -0.31620 -2.00665 -0.71398
C 0.79685 -2.74529 -0.45483
N 1.53476 -2.27500 0.52088
H 4.85543 -0.58017 3.96207
H 4.42383 -1.12970 2.33651
H 3.32284 -1.37924 3.69355
H 3.34698 1.15917 5.08298
H 1.83323 0.51056 4.47537
H 2.28827 2.18576 4.12606
H 5.29448 1.60729 3.54464
H 4.26233 2.71040 2.65634
H 5.13544 1.41966 1.81020
H 3.75701 0.75727 0.26305
H 2.70735 2.73703 1.35119
H 1.23916 2.32481 2.19660
H 0.59492 3.08326 0.07148
H 0.35111 1.36478 -0.02253
H 1.33196 0.14155 -1.81416
H 2.75180 0.08827 -3.82919
H 4.32291 3.93619 -2.83014
H 2.87713 4.00520 -0.82574
H 0.44696 0.16279 2.41190
H 1.61175 -1.08960 2.79276
H -0.96542 -0.25220 0.31822
H 1.05653 -3.64393 -0.99104
*
```

LUMO (alpha / beta): -0.0194 / -0.0810 hartree
Gap between HOMO and LUMO (alpha / beta): 6.06 / 5.12 eV
HOMO energy (alpha / beta): -6.59 / -7.32 eV
⟨S²⟩: 8.78


3.
A single C4H4N2O2 molecule at a distorted geometry. Source: the Open Molecules 2025 dataset; level of theory: ωB97M-V/def2-TZVPD.

Geometry as ORCA input:
```
! RIJCOSX wB97M-V def2-TZVPD def2/J DEFGRID3
* xyz 0 1
N -1.21980 -0.53115 2.48605
C -0.77193 -0.23400 1.47736
C -0.12128 0.10667 0.28238
N 0.74756 1.30812 0.50514
O 0.41540 2.31658 -0.00156
O 1.77690 1.04996 1.08747
C -0.82430 -0.20421 -1.00679
C 0.53371 -0.85602 -0.64214
H -0.97533 0.43506 -1.75691
H -1.58119 -0.96185 -0.86180
H 0.56094 -1.86971 -0.51195
H 1.45933 -0.55945 -1.05726
*
```

LUMO: -0.0053 hartree
Gap between HOMO and LUMO: 11.35 eV
HOMO energy: -11.50 eV


4.
A gas-phase ion, C3H6N3O (charge +1) at a distorted geometry. Source: the Open Molecules 2025 dataset; level of theory: ωB97M-V/def2-TZVPD.

Geometry as ORCA input:
```
! RIJCOSX wB97M-V def2-TZVPD def2/J DEFGRID3
* xyz 1 3
C -0.95761 0.32946 -0.73657
C 0.20478 0.24248 1.21532
C 1.15821 -0.50510 0.30139
N -0.88559 0.63009 0.45736
N 0.58515 -0.59248 -0.96293
N -1.75680 0.51937 -1.79288
O 0.98256 -1.15959 -1.93961
H -0.18420 -0.37382 1.98901
H 0.67234 1.12550 1.83741
H 2.08064 0.02599 0.08522
H 1.59325 -1.48717 0.59133
H -2.60522 1.13315 -1.81308
H -1.82405 -0.02237 -2.67115
*
```

LUMO (alpha / beta): -0.1281 / -0.3043 hartree
Gap between HOMO and LUMO (alpha / beta): 10.46 / 6.74 eV
HOMO energy (alpha / beta): -13.95 / -15.03 eV
⟨S²⟩: 2.02


Number 1: M 409.5 g mol⁻¹. Number 2: M 1262.4 g mol⁻¹. Number 3: M 112.1 g mol⁻¹. Number 4: M 100.1 g mol⁻¹.